# 1
{"formula": "C29H67CsN5O4PSSi5Te", "method": "the ωB97M-V functional and the def2-TZVPD basis", "max_force_ha_per_bohr": 0.0391, "e_above_lowest_kcal_mol": 20.21, "homo_ev": -1.458, "charge": -2, "mol_weight_g_mol": 1013.86, "symbols": ["Cs", "C", "C", "N", "N", "C", "S", "N", "N", "H", "H", "H", "H", "H", "H", "C", "Si", "C", "C", "C", "Si", "C", "C", "C", "Si", "C", "C", "C", "C", "C", "C", "C", "N", "H", "H", "H", "H", "H", "H", "H", "H", "H", "H", "H", "H", "H", "H", "H", "H", "H", "H", "H", "H", "H", "H", "H", "H", "H", "H", "H", "H", "C", "C", "O", "P", "O", "Te", "O", "C", "C", "H", "H", "H", "H", "H", "H", "H", "H", "H", "H", "C", "O", "H", "H", "H", "H", "C", "Si", "C", "C", "C", "Si", "C", "C", "C", "H", "H", "H", "H", "H", "H", "H", "H", "H", "H", "H", "H", "H", "H", "H", "H", "H", "H", "H"], "coordinates": [[0.491, 0.045, 0.009], [0.704, -0.518, 6.478], [0.575, 0.672, 5.608], [-0.142, 1.726, 5.855], [0.045, 2.519, 4.756], [0.858, 1.976, 3.827], [1.360, 2.598, 2.368], [1.196, 0.773, 4.395], [2.056, -0.189, 3.867], [0.387, -0.259, 7.486], [1.735, -0.867, 6.477], [0.079, -1.329, 6.102], [-0.487, 3.360, 4.626], [1.549, -0.730, 3.166], [2.801, 0.307, 3.363], [-4.071, 4.293, -0.401], [-2.516, 3.235, -0.060], [-1.551, 4.276, 1.202], [-3.171, 1.788, 0.972], [-1.566, 2.782, -1.540], [-0.271, 3.918, -2.096], [0.486, 3.499, -3.788], [1.237, 4.023, -0.953], [-0.837, 5.729, -2.324], [-2.441, 1.873, -2.821], [-3.400, 2.920, -4.103], [-3.699, 0.589, -2.230], [-1.276, 0.798, -3.908], [-1.436, 0.598, -5.282], [-0.551, -0.209, -5.975], [0.484, -0.815, -5.281], [0.573, -0.584, -3.916], [-0.273, 0.196, -3.253], [-4.566, 4.588, 0.529], [-4.797, 3.744, -1.005], [-3.806, 5.197, -0.951], [-2.193, 4.474, 2.066], [-1.241, 5.237, 0.793], [-0.658, 3.758, 1.551], [-3.582, 2.156, 1.916], [-2.384, 1.074, 1.214], [-3.956, 1.234, 0.464], [0.961, 2.518, -3.784], [1.246, 4.245, -4.038], [-0.256, 3.500, -4.587], [1.775, 3.072, -0.935], [0.956, 4.249, 0.075], [1.937, 4.793, -1.290], [-1.676, 5.774, -3.022], [-0.034, 6.363, -2.710], [-1.177, 6.158, -1.381], [-3.938, 3.707, -3.574], [-4.128, 2.337, -4.675], [-2.725, 3.408, -4.808], [-4.595, 1.067, -1.832], [-3.282, -0.049, -1.452], [-4.001, -0.051, -3.062], [-2.250, 1.090, -5.801], [-0.662, -0.363, -7.043], [1.203, -1.455, -5.777], [1.347, -1.055, -3.320], [4.253, 0.915, -2.218], [5.024, -0.200, -1.546], [4.134, -1.005, -0.791], [3.947, -1.039, 0.817], [2.472, -1.200, 1.024], [5.149, 0.726, 1.822], [4.572, -2.476, 1.215], [5.957, -2.740, 1.309], [6.436, -3.484, 0.076], [4.905, 1.481, -2.886], [3.854, 1.598, -1.467], [3.422, 0.514, -2.799], [5.804, 0.209, -0.891], [5.495, -0.861, -2.281], [6.098, -3.344, 2.209], [6.510, -1.801, 1.445], [5.905, -4.429, -0.036], [7.506, -3.689, 0.148], [6.257, -2.887, -0.818], [2.180, -3.953, -1.781], [1.689, -2.664, -1.507], [1.901, -4.670, -1.002], [3.273, -3.954, -1.889], [1.733, -4.279, -2.721], [2.047, -2.381, -0.651], [-0.451, -4.644, 0.638], [-1.932, -3.525, 0.220], [-3.417, -4.730, 0.314], [-1.832, -3.118, -1.635], [-1.981, -2.050, 1.244], [-1.882, -2.035, 3.033], [-1.934, -0.266, 3.726], [-0.278, -2.826, 3.692], [-3.234, -2.940, 4.041], [-0.278, -5.388, -0.145], [-0.622, -5.183, 1.572], [0.455, -4.052, 0.761], [-3.288, -5.593, -0.347], [-4.337, -4.217, 0.026], [-3.554, -5.098, 1.333], [-1.434, -3.957, -2.212], [-1.193, -2.256, -1.824], [-2.823, -2.884, -2.030], [-2.696, -1.309, 0.865], [-1.248, 0.390, 3.186], [-1.686, -0.228, 4.791], [-2.932, 0.159, 3.607], [0.595, -2.494, 3.126], [-0.316, -3.912, 3.593], [-0.118, -2.601, 4.752], [-4.215, -2.509, 3.830], [-3.063, -2.892, 5.121], [-3.276, -3.992, 3.751]], "forces_ev_per_a": [[-1.647, 0.818, -0.813], [-0.036, 0.050, 0.105], [-0.006, 0.140, 0.145], [0.033, -0.164, 0.151], [0.185, -0.137, -0.139], [-0.074, -0.033, -0.080], [0.250, -0.108, 0.212], [-0.002, 0.177, -0.076], [-0.048, 0.126, -0.093], [-0.003, 0.003, 0.005], [0.026, -0.019, 0.006], [0.043, 0.113, 0.070], [0.054, 0.005, 0.002], [0.130, 0.091, 0.048], [-0.109, -0.071, 0.130], [0.067, -0.071, 0.022], [0.051, 0.076, 0.048], [-0.105, -0.074, -0.200], [0.080, 0.107, -0.063], [-0.155, 0.087, -0.121], [-0.031, -0.037, 0.036], [-0.054, 0.005, 0.065], [-0.082, 0.008, -0.038], [0.049, -0.105, 0.007], [0.096, 0.040, 0.095], [0.053, -0.087, 0.050], [0.019, 0.111, -0.011], [-0.069, 0.157, 0.026], [-0.007, 0.006, 0.010], [-0.006, 0.002, -0.066], [0.044, -0.021, -0.009], [-0.017, -0.034, -0.085], [0.198, -0.176, 0.224], [-0.026, 0.012, 0.050], [-0.070, -0.068, -0.074], [0.036, 0.069, -0.033], [-0.080, 0.012, 0.060], [0.044, 0.142, -0.048], [-0.135, 0.049, 0.000], [-0.002, 0.028, 0.033], [0.034, -0.049, 0.023], [-0.119, -0.089, -0.084], [0.051, -0.061, 0.008], [0.037, 0.053, 0.008], [-0.066, -0.001, -0.082], [0.038, -0.062, -0.023], [-0.008, 0.054, 0.042], [0.041, 0.027, -0.027], [-0.049, -0.016, -0.062], [0.060, 0.033, -0.023], [-0.050, 0.050, 0.118], [-0.076, 0.051, 0.056], [-0.024, -0.048, -0.046], [0.063, 0.053, -0.035], [-0.081, 0.027, 0.066], [0.060, -0.074, 0.071], [-0.016, -0.007, -0.065], [-0.031, 0.015, -0.013], [-0.004, 0.002, 0.013], [0.001, 0.000, 0.008], [0.050, -0.085, 0.006], [0.052, 0.017, -0.004], [0.151, 0.159, -0.042], [-0.011, -0.173, 0.138], [0.061, -0.215, -0.163], [1.395, -0.670, 0.609], [-0.002, 0.056, 0.102], [-0.251, 0.028, 0.117], [0.274, 0.043, -0.068], [0.037, 0.030, 0.028], [-0.003, 0.019, -0.005], [-0.001, 0.018, 0.024], [-0.015, -0.018, -0.028], [-0.086, -0.050, -0.113], [-0.026, 0.028, -0.004], [0.024, 0.003, -0.028], [-0.067, -0.137, -0.002], [-0.030, -0.031, 0.000], [0.018, -0.012, 0.004], [0.002, 0.024, -0.029], [0.058, -0.084, -0.046], [-0.059, 0.113, 0.154], [0.020, -0.009, -0.025], [-0.019, -0.015, -0.009], [0.015, -0.010, 0.003], [-0.003, 0.034, 0.007], [-0.086, 0.050, -0.006], [0.112, 0.061, -0.037], [0.067, 0.023, -0.032], [-0.020, -0.028, 0.100], [-0.097, -0.074, 0.052], [0.070, 0.024, -0.063], [-0.011, -0.132, 0.042], [-0.094, 0.045, -0.009], [0.070, 0.052, -0.028], [-0.023, -0.033, -0.040], [-0.016, -0.041, 0.085], [0.080, 0.048, 0.004], [0.005, -0.044, -0.040], [-0.060, 0.043, -0.022], [0.005, -0.025, 0.083], [-0.003, -0.064, -0.025], [0.084, 0.052, -0.024], [-0.073, 0.038, -0.018], [-0.007, 0.033, -0.006], [0.030, 0.041, -0.004], [-0.091, -0.025, -0.053], [-0.049, 0.018, -0.037], [0.028, -0.047, 0.008], [-0.015, -0.099, -0.022], [-0.004, -0.124, -0.165], [-0.066, 0.041, -0.015], [0.015, 0.018, 0.063], [0.006, -0.098, -0.021]]}

# 2
{"formula": "C29H68BBrCl2INO13PS7", "method": "the ωB97M-V functional and the def2-TZVPD basis", "max_force_ha_per_bohr": 0.0654, "homo_ev": -9.675, "charge": 1, "mol_weight_g_mol": 1182.83, "symbols": ["C", "C", "C", "Cl", "C", "C", "C", "C", "I", "C", "C", "C", "C", "C", "O", "Cl", "N", "B", "O", "O", "P", "O", "Br", "C", "C", "C", "C", "C", "S", "O", "O", "O", "H", "H", "H", "H", "H", "H", "H", "H", "H", "H", "H", "H", "H", "H", "H", "H", "H", "H", "H", "H", "H", "H", "H", "H", "H", "H", "H", "H", "H", "H", "H", "H", "C", "S", "O", "C", "H", "H", "H", "H", "H", "H", "C", "S", "O", "C", "H", "H", "H", "H", "H", "H", "C", "S", "O", "C", "H", "H", "H", "H", "H", "H", "C", "S", "O", "C", "H", "H", "H", "H", "H", "H", "C", "S", "O", "C", "H", "H", "H", "H", "H", "H", "C", "S", "O", "C", "H", "H", "H", "H", "H", "H"], "coordinates": [[3.828, -3.441, 2.338], [4.301, -1.973, 2.510], [3.791, -1.003, 1.400], [3.656, -1.792, -0.226], [4.682, 0.270, 1.363], [5.985, -0.040, 0.561], [6.113, 0.606, -0.871], [7.651, 0.803, -1.122], [8.571, -1.194, -1.097], [7.996, 1.373, -2.520], [7.481, 0.536, -3.714], [5.280, 1.898, -1.095], [4.331, 1.715, -2.317], [4.544, 2.794, -3.389], [5.563, 3.122, -3.796], [3.048, 3.620, -3.983], [4.599, 2.461, 0.110], [3.826, 3.705, -0.331], [4.614, 4.759, -0.775], [2.474, 3.828, -0.420], [5.761, 3.112, 1.428], [4.946, 4.420, 2.017], [7.597, 4.010, 0.529], [3.760, 1.382, 0.740], [2.841, 1.842, 1.878], [1.298, 1.912, 1.639], [0.665, 1.272, 0.383], [-0.750, 1.933, 0.138], [-1.942, 0.633, 0.539], [-3.293, 1.062, 0.410], [-1.533, 0.228, 1.835], [-1.644, -0.524, -0.492], [2.928, -3.538, 1.722], [4.659, -4.043, 1.956], [3.536, -3.810, 3.331], [3.821, -1.599, 3.429], [5.382, -1.871, 2.672], [2.760, -0.765, 1.695], [4.932, 0.487, 2.410], [6.146, -1.120, 0.560], [6.823, 0.386, 1.144], [5.859, -0.222, -1.543], [8.147, 1.320, -0.298], [9.094, 1.354, -2.581], [7.720, 2.438, -2.558], [7.103, 1.138, -4.550], [6.709, -0.203, -3.462], [8.325, -0.038, -4.118], [5.980, 2.670, -1.450], [4.531, 0.785, -2.868], [3.268, 1.620, -2.048], [4.351, 4.946, -1.694], [2.189, 3.966, -1.340], [5.615, 5.096, 2.232], [3.249, 0.822, -0.054], [3.124, 2.815, 2.316], [2.970, 1.152, 2.722], [0.790, 1.483, 2.517], [1.003, 2.974, 1.645], [0.566, 0.188, 0.516], [1.235, 1.447, -0.542], [-0.849, 2.772, 0.831], [-0.835, 2.247, -0.907], [-2.379, -0.575, -1.161], [-1.338, -2.628, -3.915], [-1.811, -0.903, -4.086], [-2.688, -0.568, -2.918], [-2.887, -1.136, -5.505], [-0.687, -2.719, -3.046], [-2.227, -3.243, -3.770], [-0.799, -2.945, -4.807], [-3.679, -1.845, -5.263], [-2.298, -1.500, -6.347], [-3.330, -0.175, -5.761], [-5.594, -1.862, -1.817], [-4.979, -3.216, -0.805], [-5.145, -4.471, -1.591], [-6.301, -3.163, 0.409], [-4.930, -1.738, -2.670], [-6.600, -2.090, -2.169], [-5.600, -0.943, -1.228], [-7.261, -3.308, -0.079], [-6.285, -2.203, 0.925], [-6.135, -3.963, 1.131], [-8.956, -1.437, -6.295], [-7.418, -0.523, -6.106], [-6.304, -1.511, -6.160], [-7.662, -0.092, -4.378], [-8.992, -1.836, -7.307], [-8.989, -2.258, -5.578], [-9.799, -0.764, -6.140], [-7.776, -0.999, -3.784], [-8.544, 0.540, -4.276], [-6.784, 0.456, -4.038], [-1.639, -0.631, 7.527], [-1.066, -1.256, 5.941], [0.184, -0.530, 5.573], [-2.346, -0.518, 4.931], [-0.930, -0.942, 8.293], [-1.690, 0.458, 7.499], [-2.620, -1.050, 7.748], [-2.334, 0.566, 5.050], [-3.327, -0.916, 5.193], [-2.105, -0.773, 3.901], [4.587, 3.826, 4.905], [4.634, 2.037, 4.733], [5.030, 1.738, 3.319], [2.861, 1.781, 4.842], [5.605, 4.204, 4.823], [3.971, 4.259, 4.115], [4.183, 4.085, 5.884], [2.360, 2.341, 4.050], [2.501, 2.105, 5.818], [2.657, 0.718, 4.720], [-10.225, -4.751, 0.903], [-10.086, -3.300, -0.151], [-9.183, -2.335, 0.537], [-11.772, -2.723, 0.095], [-9.258, -5.250, 0.925], [-10.504, -4.450, 1.913], [-10.973, -5.429, 0.490], [-11.952, -2.550, 1.156], [-12.470, -3.465, -0.291], [-11.895, -1.790, -0.452]], "forces_ev_per_a": [[0.344, 0.362, 0.763], [-0.968, -0.019, -0.340], [0.468, -0.101, 1.103], [-0.008, 0.252, 0.001], [-0.498, -1.685, -1.829], [-0.140, 1.496, 0.745], [1.118, -1.476, 1.537], [-0.600, -0.401, -1.036], [-0.058, 0.295, 0.216], [0.500, -0.176, 0.476], [0.199, -0.010, -0.302], [1.466, -0.209, -1.935], [-1.085, 0.007, -0.239], [-2.704, -1.024, 1.717], [2.939, 1.011, -1.248], [-0.184, -0.125, 0.223], [-1.607, 1.201, -0.251], [-0.216, 1.707, -1.069], [0.033, -1.395, -0.590], [0.187, -1.368, -0.156], [1.767, -1.187, 1.838], [0.407, -0.422, -1.095], [-0.121, 0.674, -0.660], [0.801, -1.441, 1.559], [-1.427, 0.012, -0.135], [-0.148, 0.457, -0.241], [-0.164, 0.597, -0.084], [0.917, -1.421, -0.334], [-0.194, 0.920, 0.017], [-0.481, 0.276, -0.727], [0.609, -0.858, 0.902], [-0.198, 0.521, 0.545], [0.381, 0.096, -0.079], [-0.468, -0.088, -0.098], [0.297, -0.149, -0.286], [0.267, 0.117, -0.206], [-0.173, -0.230, -0.266], [0.158, 0.019, -0.431], [-0.196, -0.598, -1.337], [-0.005, 0.246, -0.367], [-0.259, -0.208, -0.034], [-0.594, 0.682, -0.161], [-0.126, 0.037, -0.265], [-0.290, 0.274, 0.052], [-0.148, -0.306, -0.135], [0.084, 0.071, 0.352], [0.142, 0.248, 0.072], [-0.320, 0.031, 0.090], [-0.111, -0.160, 0.485], [0.256, 0.160, 0.355], [0.306, 0.240, -0.007], [0.112, 0.713, 0.381], [-0.183, 0.359, 0.368], [-0.385, 0.120, -0.224], [-0.143, 0.781, -0.067], [0.146, -0.363, -0.615], [0.170, 0.121, -1.023], [0.130, -0.001, -0.247], [0.183, -0.276, -0.121], [0.114, 0.251, -0.137], [0.107, -0.043, 0.431], [-0.579, -0.250, -0.198], [-0.313, -0.013, 0.271], [0.510, 0.065, -0.365], [-0.042, -0.091, 0.141], [0.235, -0.183, -0.323], [-0.346, -0.062, 0.066], [-0.176, 0.022, 0.102], [-0.016, 0.070, -0.005], [-0.034, 0.064, -0.001], [-0.007, 0.067, -0.011], [-0.013, 0.042, 0.021], [0.069, 0.024, 0.055], [0.021, -0.004, 0.046], [-0.135, 0.055, -0.090], [0.091, 0.121, 0.035], [-0.047, 0.053, -0.017], [0.091, -0.156, 0.014], [0.072, -0.037, 0.080], [0.000, -0.124, 0.116], [0.045, -0.023, 0.028], [0.139, 0.098, -0.037], [-0.036, 0.012, -0.051], [0.123, -0.003, -0.056], [-0.071, -0.114, 0.042], [-0.024, 0.068, -0.042], [-0.005, 0.025, 0.097], [-0.027, -0.003, 0.127], [0.072, 0.047, 0.002], [0.074, 0.020, 0.009], [0.040, 0.036, -0.016], [-0.002, -0.029, -0.075], [0.012, 0.004, -0.059], [0.016, -0.019, -0.069], [0.090, 0.175, 0.056], [-0.225, -0.107, -0.122], [0.281, 0.203, 0.154], [-0.140, -0.051, -0.049], [0.013, -0.042, -0.055], [0.010, -0.009, -0.055], [0.023, -0.042, -0.058], [0.089, -0.021, 0.032], [0.056, -0.064, 0.037], [-0.039, 0.060, -0.004], [-0.098, 0.137, -0.068], [-0.268, 0.269, 1.398], [0.509, 1.258, 1.893], [-0.290, 0.154, 0.125], [0.033, -0.056, 0.060], [0.009, -0.091, 0.180], [0.050, -0.118, 0.020], [-0.041, -0.006, 0.590], [0.139, -0.072, 0.050], [-0.069, -0.029, 0.135], [-0.010, -0.046, 0.121], [-0.136, -0.029, -0.058], [-0.267, 0.000, 0.049], [-0.105, 0.032, 0.060], [0.007, 0.054, -0.067], [0.011, 0.071, -0.031], [0.022, 0.021, -0.043], [0.077, -0.013, 0.001], [0.042, -0.009, -0.024], [0.079, -0.026, -0.017]]}